Entry 1:
C20H25N4O3S | ωB97M-V/def2-TZVPD

Positions of all 53 atoms, in Å:
O: -1.173 2.785 3.115
N: -0.121 2.199 2.448
C: -0.142 2.179 1.124
C: 0.891 1.554 0.457
C: 0.877 1.528 -1.038
O: -0.176 2.348 -1.504
C: -0.976 1.791 -2.510
C: -1.688 0.635 -2.258
C: -2.503 0.097 -3.237
C: -2.585 0.734 -4.463
C: -1.882 1.900 -4.688
C: -1.063 2.446 -3.714
C: 1.887 0.965 1.195
C: 2.995 0.187 0.541
C: 3.745 -0.743 1.507
C: 2.817 -1.771 2.147
C: 2.092 -2.729 1.171
C: 0.562 -2.583 1.169
C: 0.041 -1.827 -0.079
C: -1.082 -2.606 -0.771
S: -2.791 -2.164 -0.326
C: -2.704 -0.777 0.719
N: -1.786 -0.223 1.445
N: -2.394 0.898 2.025
C: -3.616 0.904 1.617
O: -3.887 -0.121 0.777
C: 1.803 1.117 2.581
N: 0.814 1.724 3.212
H: -1.870 2.096 3.098
H: -0.966 2.627 0.602
H: 0.839 0.514 -1.430
H: 1.816 1.965 -1.388
H: -1.592 0.197 -1.274
H: -3.045 -0.809 -3.020
H: -3.198 0.319 -5.247
H: -1.960 2.399 -5.641
H: -0.526 3.362 -3.887
H: 3.668 0.833 -0.016
H: 2.525 -0.446 -0.213
H: 4.236 -0.129 2.256
H: 4.513 -1.279 0.962
H: 2.069 -1.312 2.786
H: 3.420 -2.391 2.801
H: 2.330 -3.736 1.499
H: 2.481 -2.627 0.160
H: 0.271 -2.077 2.087
H: 0.088 -3.555 1.216
H: -0.219 -0.794 0.116
H: 0.873 -1.809 -0.780
H: -1.024 -2.476 -1.846
H: -0.920 -3.656 -0.567
H: -4.345 1.639 1.884
H: 2.584 0.698 3.181

Computed properties:
HOMO-LUMO gap: 7.970 eV
HOMO: -0.437 hartree
SMILES: O[n+]1cc(COc2ccccc2)c(CCCCCCCSc2nnco2)cn1
Charge: +1


Entry 2:
C20H25NO3S | ωB97M-V/def2-TZVPD

Positions of all 50 atoms, in Å:
C: -0.223 -3.709 1.982
H: 0.454 -3.564 2.813
O: 0.720 -3.711 0.744
C: 1.358 -2.738 0.395
C: 1.381 -1.694 0.987
C: 2.040 -0.524 0.733
C: 2.736 -0.676 -0.340
C: 2.773 -1.728 -1.331
C: 1.980 -2.784 -0.852
H: 2.032 -3.778 -1.321
H: 3.291 -1.669 -2.106
O: 3.431 0.648 -0.990
C: 4.267 0.322 -2.212
H: 4.723 1.574 -2.175
H: 5.023 -0.274 -2.207
H: 3.511 0.284 -2.823
C: 2.053 0.738 1.424
N: 1.046 1.675 0.708
C: -0.181 1.404 0.700
C: -1.129 1.937 -0.276
C: -2.539 1.289 -0.445
O: -3.583 2.010 0.184
C: -2.569 -0.001 -0.671
C: -3.647 -0.952 -0.268
C: -3.275 -2.148 -1.095
C: -1.972 -2.398 -1.459
S: -1.227 -1.106 -1.528
H: -1.547 -3.136 -1.879
H: -4.016 -3.189 -0.597
C: -4.830 -0.675 0.292
H: -5.550 -0.131 -0.569
H: -4.737 0.123 0.831
H: -5.283 -1.468 0.713
H: -0.628 1.467 -1.347
C: -1.108 3.343 -0.254
C: 0.419 4.084 -0.194
C: 1.208 3.160 0.676
H: 2.230 3.467 1.049
H: 0.784 3.484 1.865
H: 0.305 5.085 0.041
H: 0.918 3.596 -1.038
H: -1.750 3.945 -0.850
H: -1.682 3.650 0.695
H: -0.364 0.067 0.751
H: -0.834 1.683 1.653
H: 1.875 0.711 2.415
H: 3.078 1.274 1.379
H: 0.948 -1.556 2.107
H: -0.982 -2.811 1.684
H: -0.926 -4.597 2.008

Computed properties:
Energy above the lowest of the compared OMol25 structures with the same formula, charge and spin: 482.3 kcal/mol
HOMO-LUMO gap: 6.965 eV
HOMO: -0.284 hartree
Charge: 0


Entry 3:
C20H26AgN2O10 | ωB97M-V/def2-TZVPD

Positions of all 59 atoms, in Å:
Ag: -9.510 -7.109 -10.199
C: -7.400 -4.613 -6.987
C: -7.825 -4.136 -5.727
C: -9.384 -4.237 -5.405
O: -9.814 -3.662 -4.411
C: -10.175 -5.017 -6.314
C: -9.674 -5.530 -7.473
C: -8.223 -5.331 -7.848
O: -7.863 -5.704 -8.992
O: -10.420 -6.111 -8.345
O: -7.078 -3.632 -4.880
H: -6.343 -4.492 -7.201
H: -11.226 -5.073 -6.059
C: -13.470 -6.282 -11.967
C: -14.278 -6.197 -13.193
C: -14.158 -7.382 -14.210
O: -14.992 -7.428 -15.098
C: -13.090 -8.329 -13.956
C: -12.221 -8.231 -12.885
C: -12.485 -7.215 -11.814
O: -11.831 -7.205 -10.713
O: -11.287 -9.088 -12.768
O: -15.129 -5.368 -13.411
H: -13.582 -5.481 -11.247
H: -12.986 -9.102 -14.704
C: -8.557 -7.467 -14.721
C: -8.642 -6.841 -13.303
C: -9.709 -5.763 -13.187
O: -9.839 -5.405 -11.810
C: -10.415 -4.136 -11.609
N: -8.897 -7.910 -12.305
H: -7.617 -7.994 -14.894
H: -8.611 -6.739 -15.537
H: -9.409 -8.145 -14.823
H: -7.625 -6.462 -13.166
H: -10.684 -6.248 -13.341
H: -9.579 -4.898 -13.838
H: -11.294 -4.002 -12.250
H: -9.689 -3.355 -11.880
H: -10.635 -3.976 -10.556
H: -8.167 -8.626 -12.376
H: -9.605 -8.503 -12.771
C: -9.335 -10.292 -6.911
C: -8.962 -9.223 -7.927
C: -7.684 -9.479 -8.699
O: -7.515 -8.390 -9.608
C: -6.311 -8.583 -10.311
N: -10.091 -9.134 -8.914
H: -10.123 -9.941 -6.241
H: -8.504 -10.599 -6.262
H: -9.717 -11.215 -7.354
H: -8.854 -8.219 -7.507
H: -7.775 -10.377 -9.328
H: -6.834 -9.579 -8.015
H: -6.273 -7.889 -11.154
H: -6.291 -9.515 -10.908
H: -5.483 -8.569 -9.604
H: -10.099 -9.974 -9.487
H: -10.910 -9.172 -8.316

Computed properties:
Energy above the lowest of the compared OMol25 structures with the same formula, charge and spin: 13.1 kcal/mol
HOMO-LUMO gap (alpha / beta): 5.952 / 4.471 eV
HOMO (alpha / beta): -0.073 / -0.064 hartree
Charge: -2
Multiplicity: 2


Which of these has the highest charge?
C20H25N4O3S